1.
24
Properties=species:S:1:pos:R:3 method="wB97M-V/def2-TZVPD" largest_force_ev_per_a=4.27 orbital_gap_ev="8.229 / 8.228" multiplicity=1 smiles="C=P(=C)[NH2+]C1(CC)CC1" charge=+1 e_above_lowest_kcal_mol=128.6
C 2.516 1.881 0.397
P 2.206 0.419 -0.193
C 2.817 -1.112 0.048
N 0.237 0.836 -0.657
C -0.666 -0.287 -0.392
C -1.083 -0.443 1.050
C -1.910 0.627 1.655
C -0.546 -1.485 -1.277
C -1.672 -0.481 -1.424
H 2.058 2.698 -0.021
H 3.593 2.142 0.708
H 2.280 -1.754 0.724
H 3.380 -1.566 -0.722
H -0.172 1.592 -0.050
H 0.278 1.118 -1.685
H -1.642 -1.494 1.103
H -0.195 -0.588 1.585
H -2.660 0.297 2.408
H -2.620 0.972 0.804
H -1.221 1.330 2.065
H -0.729 -2.393 -0.853
H 0.360 -1.348 -1.863
H -1.980 0.070 -2.282
H -2.630 -1.030 -1.129


2.
24
Properties=species:S:1:pos:R:3 method="wB97M-V/def2-TZVPD" largest_force_ev_per_a=5.13 orbital_gap_ev="8.096 / 8.097" multiplicity=1 smiles="C=N[C@@](C)(CC)CC=[SiH2]" charge=0 e_above_lowest_kcal_mol=92.8
C -1.923 1.418 -0.740
N -1.187 0.446 -0.422
C 0.164 0.530 -0.002
C 0.609 1.881 0.620
C 0.309 -0.580 1.101
C -0.525 -0.605 2.364
C 1.118 0.163 -1.182
C 1.212 -1.252 -1.750
Si 0.019 -2.502 -2.052
H -2.988 1.346 -0.973
H -1.806 2.510 -0.834
H 0.382 2.563 -0.146
H 1.572 1.755 0.878
H -0.042 2.235 1.463
H 1.326 -0.540 1.305
H -0.140 -1.536 0.545
H -1.609 -0.510 2.124
H -0.331 -1.373 2.983
H -0.338 0.319 2.820
H 0.933 1.120 -1.823
H 2.135 0.318 -0.927
H 2.211 -1.696 -1.599
H 0.262 -3.915 -1.898
H -1.363 -2.095 -1.855


3.
24
Properties=species:S:1:pos:R:3 method="wB97M-V/def2-TZVPD" largest_force_ev_per_a=4.24 orbital_gap_ev=9.936 multiplicity=1 smiles="C=C(C)[Si@H](CC)/N=C/C" charge=0 e_above_lowest_kcal_mol=27.5
C 2.217 -1.926 -1.175
C 1.518 -1.247 -0.289
C 1.470 -1.746 1.182
Si 0.231 0.129 -0.817
C 0.355 1.931 -0.034
C 1.548 2.263 0.832
N -1.348 -0.328 -0.288
C -2.487 -0.163 -0.757
C -3.735 -0.351 0.079
H 2.136 -1.466 -2.091
H 2.872 -2.765 -0.958
H 0.499 -2.059 1.403
H 1.853 -2.754 1.197
H 1.785 -1.084 1.913
H 0.133 0.588 -2.294
H 0.243 2.637 -0.777
H -0.540 1.857 0.591
H 1.586 1.829 1.782
H 2.491 2.098 0.331
H 1.547 3.383 0.872
H -2.620 0.232 -1.711
H -3.722 -1.283 0.539
H -4.502 -0.010 -0.532
H -3.533 0.235 1.002


4.
26
Properties=species:S:1:pos:R:3 method="wB97M-V/def2-TZVPD" largest_force_ev_per_a=0.81 orbital_gap_ev="7.053 / 7.386" multiplicity=1 charge=-1
C 1.602 0.734 -1.271
C 0.109 2.098 0.308
C 1.419 0.090 1.213
C -1.458 -1.131 -1.548
C -1.673 -1.762 0.948
C 0.959 0.909 0.057
C -1.634 -0.750 -0.130
O -2.649 1.111 1.415
O -2.595 1.524 -1.007
O -4.109 -0.164 -0.088
S -2.837 0.561 0.071
H 2.487 0.098 -1.205
H 1.893 1.701 -1.692
H 0.910 0.276 -1.985
H 0.709 2.991 0.544
H -0.510 2.321 -0.559
H -0.578 1.917 1.133
H 1.662 -0.928 0.905
H 0.642 0.049 1.974
H 2.317 0.515 1.686
H -1.354 -0.213 -2.127
H -2.342 -1.653 -1.935
H -0.588 -1.778 -1.705
H -1.238 -1.355 1.863
H -2.720 -1.992 1.172
H -1.151 -2.685 0.679


5.
24
Properties=species:S:1:pos:R:3 method="wB97M-V/def2-TZVPD" largest_force_ev_per_a=2.79 orbital_gap_ev=5.762 multiplicity=1 charge=+1
C 1.009 -1.637 0.382
C 1.747 -0.886 -0.568
C 1.577 0.728 -0.560
C 0.830 1.286 0.654
C -0.694 1.315 0.443
C -1.390 0.142 1.154
O -1.659 -0.955 0.286
C -2.716 -0.698 -0.620
H 0.311 -2.382 0.017
H 1.480 -1.925 1.319
H 1.517 -1.233 -1.583
H 2.853 -1.100 -0.397
H 1.074 1.055 -1.470
H 2.585 1.235 -0.557
H 1.098 0.787 1.585
H 1.160 2.317 0.778
H -1.072 2.240 0.873
H -0.896 1.312 -0.624
H -2.321 0.452 1.630
H -0.698 -0.275 1.887
H -2.469 0.066 -1.360
H -2.936 -1.616 -1.154
H -3.607 -0.385 -0.071
Pd 3.218 0.158 -2.042


6.
37
Properties=species:S:1:pos:R:3 method="wB97M-V/def2-TZVPD" largest_force_ev_per_a=3.50 orbital_gap_ev=8.393 multiplicity=1 charge=-1
C 3.690 -3.629 -0.794
C 3.492 -2.310 -0.358
Al 2.684 -0.861 -1.575
C 2.353 -1.621 -3.473
F 2.005 -0.657 -4.421
F 3.477 -2.318 -3.960
F 1.256 -2.490 -3.419
P 4.303 0.869 -1.595
O 3.720 2.005 -0.759
O 4.477 1.375 -3.226
O 5.802 0.330 -0.982
S 0.665 -0.065 -0.710
O 0.871 0.312 0.727
O -0.336 -1.151 -0.904
F 0.134 1.319 -1.478
H 3.447 -4.447 -0.066
H 4.105 -3.833 -1.821
H 3.784 -1.945 0.673
H 4.628 0.537 -3.704
H 5.941 -0.605 -1.219
C -4.624 -0.087 2.212
C -3.231 0.090 1.611
C -2.410 1.208 2.282
O -2.789 2.527 1.901
C -3.910 3.040 2.596
N -3.361 0.305 0.167
H -5.320 0.690 1.894
H -5.051 -1.043 1.900
H -4.583 -0.083 3.305
H -2.691 -0.849 1.767
H -1.370 1.099 1.959
H -2.409 1.106 3.375
H -3.944 2.694 3.633
H -4.833 2.775 2.076
H -3.834 4.129 2.597
H -2.429 0.330 -0.241
H -3.709 1.254 0.032